The following is a quantum chemistry calculation of a 2-piece molecular cluster, C2H12N4 overall, from OMol25.

Structure (ORCA input):
```
! wB97M-V def2-TZVPD RIJCOSX def2/J DEFGRID3
* xyz 0 1
H 2.765 2.364 2.299
H -1.417 -2.805 -2.807
H 1.075 2.689 -0.077
H -2.436 -3.354 -0.872
N 2.480 2.767 1.415
H 1.836 1.186 0.257
H -0.053 -3.050 -2.019
H 0.434 1.309 2.409
N -0.674 -2.304 -2.323
N 0.215 1.742 1.517
H -1.810 -0.812 -1.488
N -2.198 -2.498 -0.361
C -1.263 -1.680 -1.131
H -0.446 -1.316 -0.516
H -1.758 -2.884 0.468
C 1.412 2.065 0.758
H 2.312 3.754 1.541
H -0.320 2.579 1.736
*
```

The calculation puts the LUMO energy at 1.07 eV. As for the SMILES: NCN.NCN. The calculated total energy is -8228.533 eV.